No. 1
DFT (ωB97M-V/def2-TZVPD) results for a molecular structure, C23H27BaN4O3S.

Output
Gap between HOMO and LUMO ... 6.65 eV
Energy above the lowest of the compared OMol25 structures with the same formula, charge and spin ... 28.0 kcal per mole
Calculated total energy ... -1761.01581 a.u.
M ... 576.89 g/mol
Multiplicity ... 1
HOMO ... -9.37 eV
Total charge ... +1

XYZ file:
```
59
C23H27BaN4O3S (ωB97M-V/def2-TZVPD)
Ba -2.41927 -0.66774 -1.09893
O -2.57388 0.07174 1.45912
C -2.55276 1.43321 1.92675
C -2.74829 2.41083 0.78926
C -2.88730 3.75596 1.09549
C -3.01231 4.66755 0.06456
C -3.00286 4.21470 -1.24721
C -2.87241 2.86095 -1.46344
N -2.74347 1.96212 -0.46797
H -2.05079 -0.45291 2.07612
H -1.59724 1.64452 2.40557
H -3.33456 1.58334 2.66638
H -2.88790 4.08172 2.13095
H -3.11431 5.72553 0.28089
H -3.09494 4.89624 -2.08341
H -2.85886 2.46745 -2.47476
C 5.39405 -0.61431 3.09545
C 5.10228 -0.20124 1.66978
C 5.92421 0.72394 1.03663
C 5.67225 1.11483 -0.27243
C 4.58842 0.59266 -0.95762
C 3.76373 -0.34284 -0.34032
N 2.61838 -0.86377 -0.99934
C 2.46709 -1.04998 -2.36710
C 3.59324 -1.26100 -3.17685
C 3.46379 -1.46882 -4.53504
C 2.21340 -1.46672 -5.15740
C 1.10184 -1.24612 -4.38061
C 1.19837 -1.04724 -2.99654
C -0.05830 -0.79715 -2.26975
O -1.11360 -0.45437 -2.93290
O -0.10951 -0.93085 -0.98533
C 4.02023 -0.75715 0.97310
C 3.13345 -1.78682 1.62834
H 6.17629 0.01123 3.52366
H 5.73368 -1.65260 3.15474
H 4.51218 -0.53202 3.73543
H 6.76635 1.14337 1.57695
H 6.31375 1.84441 -0.75581
H 4.36851 0.92031 -1.96746
H 1.77060 -0.92382 -0.46683
H 4.57297 -1.27728 -2.71498
H 4.35712 -1.64576 -5.12426
H 2.12097 -1.63106 -6.22317
H 0.11841 -1.21570 -4.83071
H 2.74056 -2.48981 0.89313
H 2.27416 -1.32818 2.13440
H 3.67373 -2.35625 2.38289
C -5.90147 -2.55402 2.99905
N -5.63095 -2.34452 1.58045
C -5.71511 -1.16536 0.95757
N -6.02683 -0.11458 1.74505
S -5.43499 -0.97930 -0.70914
H -5.77544 -3.60918 3.22021
H -6.92894 -2.28520 3.25487
H -5.21325 -1.98576 3.62604
H -5.44056 -3.12978 0.98484
H -6.42091 -0.24585 2.66078
H -6.23296 0.74848 1.27083
```

Here are the Löwdin charges for atoms 1 to 8, given in e: Ba 2.026; O -0.243; C -0.157; C -0.267; C -0.012; C -0.033; C -0.038; C -0.114

---

No. 2
DFT (ωB97M-V/def2-TZVPD) results for a gas-phase ion, C14H26ClN2O2S (charge +1).

Output
Gap between HOMO and LUMO ... 7.66 eV
SMILES ... CCCCN[C@@H]1C(Cl)=[NH+][C@@H](S)[C@@H]1CCCC(=O)OCC
Calculated total energy ... -1667.05024 a.u.
M ... 321.89 g/mol
Multiplicity ... 1
HOMO ... -12.34 eV
Total charge ... +1

XYZ file:
```
46
C14H26ClN2O2S (ωB97M-V/def2-TZVPD)
C -3.27822 0.71135 1.86050
C -1.89928 0.25228 2.56443
C -0.72647 1.13792 1.94053
C 0.72230 0.78939 2.59131
N 1.75073 1.20057 1.59050
C 2.61824 0.09346 1.15721
C 3.71849 0.40034 0.01700
Cl 4.38990 2.02520 -0.39660
N 4.03784 -0.77204 -0.52412
C 3.30156 -1.95116 0.01419
S 4.21130 -2.91024 1.32330
C 1.99449 -1.29629 0.65655
C 0.74210 -0.94633 -0.27437
C 0.57886 -1.86774 -1.56688
C -0.80396 -1.40461 -2.26843
C -0.72032 0.11019 -2.78872
O 0.01827 0.42902 -3.72786
O -1.46904 1.14668 -2.13966
C -2.85684 1.13254 -2.57984
C -3.59599 2.36726 -1.83650
H -3.50957 1.78426 2.17025
H -3.10385 0.66123 0.72783
H -4.14990 0.00954 2.10727
H -1.75797 -0.86707 2.35190
H -2.00065 0.40221 3.69725
H -0.71382 1.14844 0.80569
H -0.94458 2.22198 2.26066
H 0.78935 -0.29878 2.91731
H 0.83049 1.45179 3.50594
H 1.35960 1.73619 0.81015
H 3.27795 -0.17611 2.04765
H 4.74853 -0.87872 -1.26961
H 3.07102 -2.69972 -0.81719
H 5.46193 -3.28295 0.86124
H 1.72539 -2.01438 1.49222
H -0.19144 -1.11093 0.37002
H 0.86583 0.12981 -0.61642
H 0.40860 -2.95729 -1.26617
H 1.45004 -1.79039 -2.30460
H -1.65392 -1.41033 -1.49517
H -1.09587 -2.08067 -3.13004
H -3.31645 0.15159 -2.22434
H -2.97016 1.25024 -3.70393
H -3.94027 3.14838 -2.59367
H -2.86805 2.80510 -1.07863
H -4.50622 2.01879 -1.23817
```

Here are the Löwdin charges for atoms 1 to 8, given in e: C -0.122; C -0.256; C -0.202; C -0.178; N -0.048; C -0.268; C -0.425; Cl 0.749

---

No. 3
DFT (ωB97M-V/def2-TZVPD) results for a single C10H13B molecule.

Output
Gap between HOMO and LUMO (alpha / beta) ... 6.74 / 6.87 eV
Energy above the lowest of the compared OMol25 structures with the same formula, charge and spin ... 18.1 kcal per mole
Calculated total energy ... -413.55594 a.u.
M ... 144.03 g/mol
Multiplicity ... 1
HOMO (alpha / beta) ... -7.05 / -7.15 eV

XYZ file:
```
24
C10H13B (ωB97M-V/def2-TZVPD)
B 0.34811 0.73573 0.32845
C -1.44371 1.84144 -1.67571
C -1.19886 2.47692 -0.51679
C 1.92477 0.21000 0.51775
C -0.77907 0.54524 -2.05590
C -1.16644 -1.26329 -0.21476
C -0.23847 2.04518 0.46367
C 0.31194 -1.41740 -0.42534
C 1.07587 -0.90514 0.76534
C -0.37462 -0.10926 -0.76880
C 0.96829 -1.53884 2.11014
H -2.11166 2.28504 -2.40132
H -1.69080 3.42513 -0.33520
H 2.43124 0.28145 -0.43570
H 2.50550 0.59156 1.34495
H -1.46698 -0.07973 -2.63124
H 0.08420 0.76592 -2.70243
H -1.80705 -1.79036 -0.91054
H -1.57491 -1.22109 0.78641
H 0.09354 2.83928 1.12677
H 0.71689 -2.17923 -1.07571
H 1.27448 -0.84882 2.89370
H 1.63099 -2.40737 2.14225
H -0.04067 -1.88854 2.31851
```

Here are the Löwdin charges for atoms 1 to 8, given in e: B -0.441; C -0.073; C -0.120; C 0.037; C -0.116; C -0.029; C 0.059; C -0.141

---

No. 4
DFT (ωB97M-V/def2-TZVPD) results for 5 unconnected molecules or ions with the total composition C33H73N4O3.

Output
Gap between HOMO and LUMO ... 8.11 eV
Energy above the lowest of the compared OMol25 structures with the same formula, charge and spin ... 0.0 kcal per mole
Calculated total energy ... -1744.95690 a.u.
M ... 573.97 g/mol
Multiplicity ... 1
HOMO ... -14.14 eV
Total charge ... +3

XYZ file:
```
113
C33H73N4O3 (ωB97M-V/def2-TZVPD)
C 3.01396 -3.06602 -0.08085
C 2.40071 -1.63380 -0.12136
C 3.34071 -0.67482 -0.71558
N 2.81202 0.77816 -0.92029
C 1.65085 0.90259 -1.94133
C 2.47227 1.51664 0.43336
C 3.69891 2.39216 0.83711
C 4.70382 2.08331 -0.20944
C 3.98190 1.68572 -1.50986
H 3.10992 -3.54136 -1.05704
H 2.28446 -3.67596 0.45197
H 3.97204 -3.06184 0.43892
H 2.04040 -1.30143 0.85221
H 1.46874 -1.71083 -0.68136
H 3.65593 -0.94887 -1.72238
H 4.20788 -0.54768 -0.06755
H 0.80228 0.35371 -1.53297
H 1.97082 0.48081 -2.89412
H 1.42599 1.96596 -2.02387
H 1.58211 2.14098 0.35640
H 2.38461 0.74214 1.19531
H 3.32324 3.41537 0.83470
H 4.08691 2.13437 1.82255
H 5.21748 3.01878 -0.43109
H 5.40828 1.43263 0.30869
H 3.45609 2.55338 -1.90835
H 4.55218 1.11319 -2.24136
C -1.45761 9.07486 -0.65486
C -1.86685 7.62987 -0.49935
C -1.02143 7.09478 0.61727
N -1.46907 5.71307 1.04623
C -2.96161 5.65853 1.54444
C -0.61107 5.10323 2.19319
C -0.61199 3.53969 2.05672
C -1.25786 3.31667 0.67971
C -1.15667 4.66018 -0.03407
H -0.40765 9.29862 -0.84361
H -1.70440 9.59658 0.26980
H -2.00181 9.48596 -1.50512
H -1.49590 7.17484 -1.41773
H -2.95177 7.59874 -0.59986
H -1.00549 7.62828 1.56766
H 0.05823 7.08004 0.46816
H -3.58771 6.04084 0.73825
H -2.95578 6.16769 2.50820
H -3.22267 4.63258 1.80401
H -0.97994 5.49322 3.14185
H 0.39240 5.45411 1.95228
H -1.15520 3.10084 2.89364
H 0.36044 3.04734 2.06492
H -2.27886 2.93588 0.65408
H -0.79799 2.48148 0.15145
H -1.96919 4.83936 -0.73821
H -0.17903 4.84534 -0.47908
C -5.93885 -0.00058 5.56338
C -5.47993 -0.85872 4.40145
C -4.01618 -1.38569 4.52311
N -3.71653 -2.56196 3.51219
C -4.00956 -2.07947 2.09514
C -4.36723 -3.85302 3.95457
C -3.28990 -4.57488 4.83693
C -2.18914 -3.60436 5.07421
C -2.23193 -2.79789 3.81748
H -5.55537 1.01934 5.59147
H -5.67171 -0.47568 6.50732
H -7.02566 -0.02406 5.48356
H -5.68287 -0.34364 3.46251
H -6.18984 -1.68493 4.44020
H -4.00147 -1.87415 5.49742
H -3.33006 -0.60071 4.20505
H -3.46777 -2.75899 1.43725
H -3.58254 -1.07659 2.09635
H -5.09563 -2.14646 2.03147
H -4.62996 -4.49575 3.11436
H -5.32862 -3.69623 4.44370
H -2.97341 -5.38781 4.18342
H -3.69192 -5.06571 5.72326
H -1.22220 -4.10639 5.10742
H -2.27407 -3.15751 6.06478
H -1.82491 -3.28434 2.93102
H -1.70905 -1.84155 3.82747
C -0.24934 -2.42992 -2.94098
C 1.22390 -2.87906 -3.28140
C 1.47414 -3.27781 -4.73647
N 2.93255 -3.67066 -5.17102
C 3.81491 -2.38630 -5.10044
C 3.54626 -4.79595 -4.30637
C 4.14309 -5.81364 -5.32945
C 3.27979 -5.66171 -6.56746
C 2.98704 -4.21395 -6.61170
H -0.73851 -3.18782 -2.32908
H -0.74019 -2.14598 -3.87186
H -0.23952 -1.59859 -2.23607
H 1.43034 -3.74133 -2.64737
H 1.91001 -2.06135 -3.06077
H 1.32656 -2.46824 -5.45126
H 0.80913 -4.06371 -5.09454
H 3.76601 -2.00685 -4.07979
H 3.43644 -1.67902 -5.83842
H 4.78906 -2.76562 -5.40904
H 4.23831 -4.27769 -3.64262
H 2.72132 -5.23822 -3.74783
H 5.18422 -5.57513 -5.54683
H 4.21542 -6.85126 -5.00354
H 3.81906 -5.97621 -7.46097
H 2.35869 -6.23874 -6.48539
H 3.77136 -3.64593 -7.11200
H 1.96609 -4.04871 -6.95590
O 0.19572 -0.67971 2.24507
C -0.87027 -0.49974 1.55669
O -1.62017 0.39799 1.99658
O -1.12930 -1.15719 0.48986
H 0.01619 0.11584 2.75150
```

Here are the Löwdin charges for atoms 1 to 8, given in e: C -0.049; C -0.231; C -0.123; N -0.201; C 0.038; C -0.050; C -0.152; C -0.177